DFT (ωB97M-V/def2-TZVPD) results for C8H25AgN6O6 as an isolated structure.

Spin multiplicity ... 2
<S²> ... 0.754
LUMO level (spin up / spin down) ... -4.02 / -4.21 eV
Molar mass ... 409.2 g/mol
DFT total energy ... -1246.41551 a.u.
F_max ... 9.2 eV/A
ΔE to the lowest compared entry with this formula, charge and spin ... 58.6 kcal per mole
HOMO level (spin up / spin down) ... -12.099 / -12.099 eV
Total charge ... +1
Gap between HOMO and LUMO (spin up / spin down) ... 8.1 / 7.9 eV

Last column: Löwdin charge in e.
Geometry (Å):
1 Ag -16.74731 11.08519 -15.02555  0.926
2 C -16.13021 10.07361 -19.98867  -0.031
3 C -15.65380 9.20972 -18.75497  -0.531
4 C -15.20637 7.86977 -19.09727  -0.069
5 O -15.01392 10.08000 -17.83397  0.004
6 H -16.31476 11.13822 -19.84502  0.073
7 H -17.14401 9.77848 -20.25925  0.069
8 H -15.39575 9.91134 -20.77755  0.081
9 H -16.56772 9.00489 -18.19740  0.134
10 H -15.93515 7.38447 -19.74649  0.095
11 H -15.12203 7.29397 -18.17561  0.092
12 H -14.32707 7.90433 -19.74049  0.094
13 C -15.04180 12.09869 -11.23438  -0.268
14 C -16.42428 11.44098 -10.80731  -0.244
15 O -17.38415 11.68699 -11.77229  -0.083
16 O -14.80664 11.62795 -12.48413  -0.055
17 H -14.41312 11.75060 -10.41481  0.119
18 H -15.04855 13.17594 -11.06837  0.118
19 H -16.84571 11.85526 -9.89141  0.122
20 H -16.22174 10.37164 -10.74747  0.115
21 H -18.26212 11.73740 -11.38728  0.095
22 H -13.96231 11.17552 -12.54771  0.106
23 C -17.86546 15.66304 -15.94567  -0.818
24 O -17.62119 14.48361 -15.85144  0.019
25 N -17.41750 16.58730 -15.15657  0.158
26 N -18.63843 16.23988 -16.79352  0.167
27 H -17.02074 16.16661 -14.32850  0.128
28 H -17.61212 17.55514 -15.36988  0.119
29 H -18.88367 17.18264 -16.52679  0.111
30 H -19.02695 15.85423 -17.64230  0.128
31 C -17.33123 6.25882 -14.07624  -0.837
32 O -17.10070 7.46801 -13.98954  -0.019
33 N -16.78973 5.39884 -13.23177  0.167
34 N -18.10067 5.75068 -14.88034  0.192
35 H -16.14069 5.81340 -12.57832  0.122
36 H -17.06736 4.43039 -13.30337  0.112
37 H -18.14369 4.74721 -14.98659  0.135
38 H -18.47392 6.40066 -15.55732  0.141
39 C -21.04466 10.95805 -17.30401  -0.759
40 O -20.28192 10.95109 -16.30005  -0.029
41 N -20.63253 10.94326 -18.51952  0.152
42 N -22.33479 11.05631 -17.33539  0.167
43 H -19.63402 10.86851 -18.65174  0.113
44 H -21.17338 11.20579 -19.33110  0.121
45 H -22.87876 10.99175 -16.48685  0.128
46 H -22.83536 11.03231 -18.21229  0.118

Cartesian forces (eV/Å) of the 3 atoms listed first:
Ag -0.16 0.17 0.40
C -0.19 -0.50 0.37
C -1.89 3.87 0.53

***

DFT (ωB97M-V/def2-TZVPD) results for C8H25ClIN2OOsP2 as an isolated structure.

Spin multiplicity ... 5
<S²> ... 6.045
LUMO level (spin up / spin down) ... -13.18 / -14.09 eV
Molar mass ... 579.8 g/mol
DFT total energy ... -2034.69513 a.u.
F_max ... 4.4 eV/A
ΔE to the lowest compared entry with this formula, charge and spin ... 0.0 kcal per mole
HOMO level (spin up / spin down) ... -19.885 / -20.430 eV
Total charge ... +3
Gap between HOMO and LUMO (spin up / spin down) ... 6.7 / 6.3 eV

Last column: Löwdin charge in e.
Geometry (Å):
1 C -1.81409 0.10562 -0.05515  -0.164
2 I 2.34704 0.27879 1.47620  1.029
3 H -2.02501 0.13423 -1.17202  0.063
4 H -2.24962 0.97814 0.41191  0.040
5 H -2.27935 -0.83032 0.34182  0.064
6 Os 0.28486 -0.07759 -0.54019  0.810
7 P 0.30612 2.24449 -0.23832  0.583
8 C -0.08815 3.10207 1.33200  -0.198
9 C 1.90846 2.97876 -0.69212  -0.253
10 H 1.75549 4.03510 -0.92618  0.087
11 H -0.68456 4.02656 -1.46036  0.089
12 H 2.30986 2.48060 -1.57513  0.047
13 H -0.71472 2.47999 -2.38047  0.053
14 H 0.60026 2.82935 2.13273  0.043
15 H 2.63303 2.89502 0.11922  0.022
16 C -0.87449 2.95506 -1.41156  -0.202
17 H -0.03716 4.18035 1.17947  0.091
18 H -1.87938 2.75802 -1.03951  0.062
19 H -1.10230 2.85154 1.63749  0.054
20 P 0.20855 -2.35407 -0.21251  0.617
21 C -0.23484 -3.18405 1.36070  -0.186
22 C -0.97282 -3.01313 -1.42219  -0.198
23 H 2.22441 -2.58259 -1.51957  0.043
24 H 1.68393 -4.15640 -0.89829  0.090
25 H 2.53803 -3.01490 0.17185  0.059
26 C 1.81672 -3.09855 -0.64628  -0.220
27 H -0.78528 -2.49964 -2.36723  0.048
28 H -0.81988 -4.08954 -1.50975  0.091
29 H -0.25699 -4.27040 1.22958  0.092
30 H -1.23380 -2.86154 1.65664  0.061
31 H -1.97453 -2.78655 -1.05371  0.065
32 H 0.45169 -2.93431 2.17374  0.048
33 Cl 0.98705 -0.02359 -2.74796  0.214
34 N 0.64383 -0.69692 3.80216  0.142
35 C -0.30529 0.05606 3.18332  -0.614
36 N -1.20040 0.66359 4.01820  0.234
37 O -0.45088 0.20899 1.92430  -0.293
38 H 0.71616 -0.68042 4.81578  0.146
39 H 1.51962 -0.86750 3.27945  -0.047
40 H -1.99567 1.15716 3.63768  0.138
41 H -1.05211 0.60743 5.02832  0.151

Cartesian forces (eV/Å) of the 3 atoms listed first:
C -0.54 -1.17 -3.37
I 0.69 0.01 -0.84
H -0.40 0.04 0.97